Density functional theory data (ωB97M-V/def2-TZVPD) for a molecular structure, C36H39BaCl2PSb2.

Output
Charge: +2
Frontier orbital gap, eV: 8.50
E_LUMO, eV: -5.14
Spin multiplicity: 1

Last column: Mulliken charge in e.
CARTESIAN COORDINATES (ANGSTROEM)
Ba (-0.359, 0.058, -0.122)  1.54
C (-1.016, -2.702, -0.250)  -2.08
C (-0.638, -2.335, 1.215)  -1.27
C (-1.524, -1.314, 1.980)  -1.86
Sb (-0.480, 0.113, 3.301)  1.46
C (-2.292, 1.048, 3.870)  0.40
C (-2.839, 0.930, 5.145)  -0.20
C (-4.047, 1.548, 5.435)  -0.63
C (-4.720, 2.276, 4.462)  -0.48
C (-4.182, 2.404, 3.188)  -0.80
C (-2.967, 1.796, 2.900)  -0.34
C (-0.113, -1.240, 4.871)  0.22
C (-1.097, -2.117, 5.322)  -0.24
C (-0.818, -2.992, 6.360)  -0.75
C (0.440, -2.993, 6.951)  -0.46
C (1.419, -2.118, 6.508)  -0.59
C (1.146, -1.241, 5.466)  -0.70
Sb (-2.982, -2.036, -1.014)  1.24
C (-4.107, -3.002, 0.497)  0.07
C (-5.215, -2.339, 1.017)  -0.63
C (-5.944, -2.903, 2.056)  -0.63
C (-5.564, -4.128, 2.584)  -0.52
C (-4.457, -4.794, 2.072)  -0.83
C (-3.729, -4.232, 1.032)  0.01
C (-2.970, -3.394, -2.622)  0.43
C (-3.533, -4.661, -2.518)  -0.20
C (-3.479, -5.529, -3.602)  -0.63
C (-2.866, -5.134, -4.782)  -0.49
C (-2.312, -3.866, -4.890)  -0.59
C (-2.370, -2.992, -3.813)  -0.67
H (-1.039, -3.784, -0.357)  0.54
H (-0.250, -2.405, -0.990)  1.08
H (0.435, -2.073, 1.274)  0.45
H (-0.675, -3.251, 1.801)  0.37
H (-2.205, -1.862, 2.630)  0.15
H (-2.228, -0.751, 1.352)  1.16
H (-2.332, 0.363, 5.916)  0.47
H (-4.466, 1.458, 6.429)  0.42
H (-5.663, 2.751, 4.697)  0.42
H (-4.699, 2.981, 2.433)  0.42
H (-2.540, 1.931, 1.904)  0.30
H (-2.092, -2.112, 4.889)  0.48
H (-1.584, -3.669, 6.715)  0.41
H (0.653, -3.676, 7.762)  0.41
H (2.397, -2.115, 6.972)  0.42
H (1.919, -0.560, 5.128)  0.36
H (-5.524, -1.381, 0.613)  0.46
H (-6.810, -2.387, 2.448)  0.45
H (-6.134, -4.570, 3.390)  0.45
H (-4.166, -5.753, 2.478)  0.45
H (-2.873, -4.771, 0.642)  0.44
H (-4.029, -4.973, -1.608)  0.43
H (-3.924, -6.512, -3.526)  0.41
H (-2.831, -5.811, -5.624)  0.40
H (-1.850, -3.553, -5.817)  0.41
H (-1.965, -1.991, -3.919)  0.34
C (3.992, -0.831, -2.356)  -1.29
P (2.435, -0.198, -1.651)  0.47
C (1.400, 0.268, -3.120)  -0.80
C (2.873, 1.424, -0.940)  0.16
C (2.646, 1.622, 0.423)  -0.40
C (2.941, 2.836, 1.032)  -0.81
C (3.510, 3.851, 0.281)  -0.51
C (3.764, 3.660, -1.074)  -0.90
C (3.429, 2.464, -1.685)  -0.40
H (4.420, -0.117, -3.061)  0.39
H (3.792, -1.770, -2.871)  0.43
H (4.708, -1.020, -1.558)  0.38
H (1.513, 1.314, -3.398)  0.37
H (0.327, 0.073, -2.961)  0.05
H (1.685, -0.355, -3.969)  0.43
H (2.301, 0.797, 1.041)  0.90
H (2.765, 2.971, 2.091)  0.47
H (3.769, 4.791, 0.750)  0.45
H (4.225, 4.449, -1.653)  0.42
H (3.635, 2.332, -2.742)  0.38
Cl (-0.884, 2.795, -1.551)  -0.19
C (-0.970, 4.606, -1.752)  -0.50
Cl (0.522, 5.382, -1.322)  -0.06
H (-1.772, 4.933, -1.102)  0.34
H (-1.202, 4.757, -2.800)  0.34

Density functional theory data (ωB97M-V/def2-TZVPD) for a molecular structure, C36H39LaN4OP2S2.

Output
Charge: +2
Frontier orbital gap, eV: 6.98
E_LUMO, eV: -6.08
Spin multiplicity: 1

Last column: Mulliken charge in e.
CARTESIAN COORDINATES (ANGSTROEM)
La (-0.131, -0.271, 0.046)  1.61
C (3.215, 3.639, 2.554)  -0.70
S (3.810, 1.950, 2.355)  0.04
C (2.378, 1.041, 1.982)  0.36
S (0.843, 1.824, 1.668)  -0.43
N (2.598, -0.241, 2.026)  -1.23
N (1.540, -1.046, 1.693)  1.07
C (1.548, -2.218, 2.187)  -0.76
C (0.402, -3.112, 1.976)  0.75
C (0.368, -4.344, 2.597)  -0.86
C (-0.766, -5.135, 2.471)  -0.53
C (-1.828, -4.663, 1.723)  -0.92
C (-1.713, -3.421, 1.122)  -0.19
N (-0.627, -2.653, 1.234)  0.30
H (4.049, 4.175, 3.006)  0.40
H (2.362, 3.664, 3.227)  0.33
H (2.960, 4.087, 1.595)  0.09
H (2.359, -2.523, 2.843)  0.40
H (1.220, -4.672, 3.178)  0.48
H (-0.820, -6.101, 2.958)  0.46
H (-2.734, -5.240, 1.605)  0.48
H (-2.520, -3.026, 0.520)  0.41
N (-1.894, 1.994, -2.172)  -0.22
P (-2.389, 1.660, -0.542)  0.86
C (-3.599, 2.965, -0.268)  0.19
C (-3.173, 4.122, 0.387)  -0.08
C (-4.040, 5.198, 0.516)  -0.69
C (-5.329, 5.110, 0.007)  -0.51
C (-5.755, 3.953, -0.637)  -0.71
C (-4.893, 2.876, -0.779)  -0.62
C (-3.348, 0.125, -0.803)  0.04
C (-3.859, -0.488, 0.351)  -0.25
C (-4.650, -1.625, 0.249)  -0.95
C (-4.900, -2.180, -1.001)  -0.38
C (-4.368, -1.597, -2.145)  -0.76
C (-3.598, -0.444, -2.053)  -0.62
P (-0.475, 1.165, -2.659)  0.64
C (-0.497, 1.263, -4.462)  0.56
C (-0.056, 2.407, -5.125)  -0.60
C (-0.246, 2.518, -6.496)  -0.73
C (-0.869, 1.495, -7.201)  -0.59
C (-1.290, 0.345, -6.544)  -0.84
C (-1.102, 0.227, -5.175)  -0.18
C (0.902, 2.248, -2.147)  0.56
C (2.195, 1.866, -2.526)  -0.87
C (3.290, 2.631, -2.161)  -0.71
C (3.103, 3.802, -1.430)  -0.58
C (1.827, 4.194, -1.063)  -0.80
C (0.730, 3.414, -1.406)  -0.39
H (-1.973, 2.962, -2.463)  0.50
H (-2.173, 4.178, 0.806)  0.43
H (-3.714, 6.099, 1.020)  0.42
H (-6.010, 5.944, 0.119)  0.41
H (-6.762, 3.890, -1.030)  0.43
H (-5.228, 1.977, -1.283)  0.39
H (-3.687, -0.035, 1.325)  0.49
H (-5.083, -2.065, 1.140)  0.49
H (-5.526, -3.061, -1.085)  0.45
H (-4.578, -2.028, -3.117)  0.51
H (-3.232, 0.042, -2.948)  0.74
H (0.439, 3.204, -4.582)  0.40
H (0.099, 3.403, -7.016)  0.43
H (-1.023, 1.593, -8.268)  0.40
H (-1.759, -0.458, -7.100)  0.44
H (-1.420, -0.676, -4.660)  0.34
H (2.335, 0.986, -3.148)  0.64
H (4.288, 2.331, -2.459)  0.47
H (3.958, 4.413, -1.165)  0.44
H (1.676, 5.111, -0.506)  0.50
H (-0.258, 3.736, -1.104)  0.28
C (-0.717, -2.939, -2.229)  -0.49
C (0.654, -2.549, -2.714)  -0.62
O (1.345, -1.796, -1.701)  -0.09
C (2.747, -1.677, -2.033)  -0.59
C (3.485, -0.955, -0.941)  -0.78
H (-1.279, -3.399, -3.042)  0.54
H (-1.290, -2.063, -1.912)  -0.40
H (-0.654, -3.651, -1.408)  0.33
H (0.601, -1.945, -3.624)  0.23
H (1.239, -3.442, -2.936)  0.56
H (2.827, -1.154, -2.989)  0.36
H (3.145, -2.683, -2.169)  0.46
H (3.036, 0.018, -0.720)  -0.18
H (4.510, -0.763, -1.265)  0.47
H (3.530, -1.543, -0.027)  0.28

Density functional theory data (ωB97M-V/def2-TZVPD) for a molecular structure, C36H39N3PPdSi.

Output
Charge: +1
Frontier orbital gap, eV: 7.50
E_LUMO, eV: -3.25
Spin multiplicity: 1

Last column: Mulliken charge in e.
CARTESIAN COORDINATES (ANGSTROEM)
Pd (0.256, -0.639, 0.183)  -0.24
C (1.383, -0.425, -1.427)  -0.98
Si (0.204, 0.701, -2.327)  -1.36
C (-1.288, -0.367, -2.456)  -0.92
N (-1.595, -0.963, -1.096)  1.92
C (-2.709, -0.221, -0.402)  -0.26
C (-4.048, -0.955, -0.441)  -0.74
C (-4.279, -1.616, -1.791)  -0.65
C (-3.172, -2.649, -2.069)  -0.68
C (-1.936, -2.399, -1.209)  -1.20
C (0.786, 1.129, -4.045)  0.52
C (2.150, 1.205, -4.346)  -0.27
C (2.593, 1.569, -5.612)  -0.64
C (1.673, 1.859, -6.610)  -0.49
C (0.313, 1.788, -6.338)  -0.66
C (-0.122, 1.429, -5.070)  -0.28
C (-0.107, 2.305, -1.467)  1.40
C (-1.355, 2.931, -1.524)  -0.19
C (-1.519, 4.238, -1.083)  -0.69
C (-0.428, 4.951, -0.601)  -0.63
C (0.825, 4.355, -0.557)  -0.61
C (0.978, 3.040, -0.978)  -0.36
H (2.343, -0.045, -1.082)  0.70
H (1.490, -1.400, -1.906)  0.59
H (-1.015, -1.184, -3.134)  0.56
H (-2.171, 0.102, -2.903)  0.45
H (-2.802, 0.745, -0.893)  0.02
H (-2.419, -0.028, 0.627)  -0.24
H (-4.835, -0.236, -0.210)  0.50
H (-4.082, -1.712, 0.349)  0.33
H (-4.280, -0.850, -2.571)  0.20
H (-5.262, -2.085, -1.826)  0.46
H (-2.894, -2.626, -3.123)  0.22
H (-3.524, -3.663, -1.869)  0.50
H (-1.076, -2.920, -1.628)  0.16
H (-2.064, -2.774, -0.193)  0.46
H (2.891, 0.976, -3.584)  0.27
H (3.653, 1.624, -5.823)  0.41
H (2.014, 2.141, -7.598)  0.39
H (-0.406, 2.014, -7.116)  0.41
H (-1.192, 1.392, -4.885)  0.24
H (-2.213, 2.416, -1.943)  0.24
H (-2.493, 4.707, -1.137)  0.43
H (-0.552, 5.976, -0.275)  0.41
H (1.682, 4.916, -0.205)  0.52
H (1.967, 2.592, -0.944)  0.33
N (0.790, -2.183, 2.946)  -0.05
P (-0.030, -0.707, 2.626)  0.94
C (-0.365, -0.233, 4.334)  0.20
C (0.687, 0.063, 5.204)  -0.34
C (0.418, 0.391, 6.522)  -0.78
C (-0.898, 0.441, 6.971)  -0.48
C (-1.946, 0.158, 6.109)  -0.73
C (-1.681, -0.182, 4.787)  -0.15
C (1.330, 0.456, 2.217)  0.05
C (1.150, 1.832, 2.431)  -0.61
C (2.190, 2.706, 2.214)  -0.80
C (3.412, 2.237, 1.721)  -0.59
C (3.587, 0.893, 1.458)  -0.72
C (2.551, -0.007, 1.724)  0.11
C (1.130, -3.146, 2.012)  0.22
C (1.707, -4.356, 2.420)  -1.01
C (2.048, -5.272, 1.459)  -0.41
C (1.814, -4.982, 0.111)  -1.10
C (1.249, -3.771, -0.191)  -0.39
N (0.904, -2.853, 0.734)  0.77
H (0.971, -2.414, 3.912)  0.26
H (1.711, 0.050, 4.848)  0.41
H (1.233, 0.619, 7.196)  0.42
H (-1.104, 0.707, 8.000)  0.41
H (-2.968, 0.202, 6.460)  0.43
H (-2.498, -0.408, 4.112)  0.41
H (0.205, 2.207, 2.809)  0.52
H (2.057, 3.759, 2.422)  0.49
H (4.226, 2.931, 1.552)  0.41
H (4.535, 0.527, 1.084)  0.50
H (2.722, -1.069, 1.603)  0.42
H (1.877, -4.551, 3.471)  0.47
H (2.497, -6.214, 1.749)  0.41
H (2.070, -5.679, -0.673)  0.44
H (1.056, -3.494, -1.219)  0.36

Density functional theory data (ωB97M-V/def2-TZVPD) for a molecular structure, C36H39N5O5SScTe.

Output
Frontier orbital gap (spin up / spin down), eV: 5.76 / 7.62
E_LUMO (spin up / spin down), eV: 0.35 / 0.04
Spin multiplicity: 2
⟨S²⟩: 0.76

Last column: Löwdin spin population.
CARTESIAN COORDINATES (ANGSTROEM)
Sc (-1.496, 1.686, -0.828)  0.09
C (-5.491, 0.577, -2.316)  0.02
C (-4.036, 0.886, -2.200)  0.14
N (-3.545, 1.761, -1.335)  0.16
N (-4.410, 2.533, -0.581)  0.00
C (-3.826, 3.623, -0.185)  0.04
N (-4.520, 4.440, 0.665)  0.03
S (-2.169, 4.112, -0.578)  0.00
C (-3.041, 0.280, -3.008)  0.14
C (-3.302, -0.685, -4.012)  0.03
C (-2.294, -1.126, -4.819)  0.08
C (-0.988, -0.616, -4.636)  0.08
C (-0.775, 0.266, -3.611)  0.03
N (-1.742, 0.695, -2.777)  0.13
H (-6.068, 1.248, -1.688)  0.00
H (-5.692, -0.450, -2.003)  0.01
H (-5.839, 0.678, -3.346)  0.00
H (-5.516, 4.287, 0.679)  0.00
H (-4.208, 5.393, 0.738)  0.00
H (-4.312, -1.049, -4.138)  0.00
H (-2.494, -1.853, -5.595)  0.00
H (-0.168, -0.909, -5.275)  0.00
H (0.213, 0.665, -3.399)  0.00
C (-3.171, 0.179, 1.755)  0.00
C (-2.132, -0.276, 0.763)  0.00
O (-2.452, -0.928, -0.246)  0.01
N (-0.856, 0.145, 0.974)  0.00
Te (0.235, -0.941, -0.391)  0.00
C (-0.116, -2.909, 0.250)  0.00
C (-0.647, -3.753, -0.728)  0.00
C (-1.070, -3.260, -2.082)  0.00
C (-0.795, -5.101, -0.418)  0.00
C (-0.432, -5.611, 0.822)  0.00
C (-0.594, -7.067, 1.139)  0.00
C (0.068, -4.734, 1.775)  0.00
C (0.229, -3.377, 1.515)  0.00
C (0.740, -2.486, 2.605)  0.00
C (2.243, -0.682, 0.240)  0.00
C (2.748, 0.046, 1.321)  0.00
C (1.964, 0.595, 2.476)  0.00
C (4.127, 0.233, 1.382)  0.00
C (5.000, -0.282, 0.440)  0.00
C (6.472, -0.017, 0.531)  0.00
C (4.468, -1.029, -0.600)  0.00
C (3.100, -1.228, -0.724)  0.00
C (2.599, -2.006, -1.910)  0.00
H (-3.552, -0.714, 2.254)  0.00
H (-4.000, 0.651, 1.225)  0.00
H (-2.758, 0.856, 2.500)  0.00
H (-1.759, -2.415, -2.016)  0.00
H (-1.575, -4.057, -2.627)  0.00
H (-0.221, -2.936, -2.692)  0.00
H (-1.212, -5.762, -1.167)  0.00
H (-1.014, -7.611, 0.296)  0.00
H (-1.254, -7.208, 1.996)  0.00
H (0.365, -7.522, 1.391)  0.00
H (0.331, -5.107, 2.758)  0.00
H (0.389, -2.848, 3.571)  0.00
H (0.396, -1.460, 2.497)  0.00
H (1.833, -2.476, 2.625)  0.00
H (0.902, 0.682, 2.288)  0.00
H (2.351, 1.578, 2.742)  0.00
H (2.100, -0.058, 3.343)  0.00
H (4.523, 0.809, 2.210)  0.00
H (6.834, -0.144, 1.550)  0.00
H (6.697, 1.007, 0.229)  0.00
H (7.035, -0.684, -0.119)  0.00
H (5.127, -1.451, -1.347)  0.00
H (3.444, -2.437, -2.447)  0.00
H (2.054, -1.374, -2.615)  0.00
H (1.950, -2.839, -1.624)  0.00
O (2.571, 2.316, -1.687)  0.00
C (1.618, 2.434, -0.945)  0.00
O (0.496, 1.767, -1.137)  0.00
C (1.648, 3.348, 0.244)  0.00
C (2.735, 4.210, 0.355)  0.00
C (2.866, 5.105, 1.418)  0.00
C (1.862, 5.092, 2.357)  0.00
O (1.749, 5.851, 3.489)  0.00
C (0.522, 5.457, 4.105)  0.00
O (-0.051, 4.403, 3.336)  0.00
C (0.781, 4.230, 2.259)  0.00
C (0.644, 3.347, 1.220)  0.00
H (3.489, 4.170, -0.417)  0.00
H (3.707, 5.776, 1.496)  0.00
H (-0.164, 6.310, 4.113)  0.00
H (0.735, 5.092, 5.114)  0.00
H (-0.201, 2.660, 1.223)  0.00

Density functional theory data (ωB97M-V/def2-TZVPD) for a molecular structure, C36H39N5O8Se2Sr.

Output
Charge: -2
Frontier orbital gap, eV: 4.19
E_LUMO, eV: 2.63
Spin multiplicity: 1

Last column: Mulliken charge in e.
CARTESIAN COORDINATES (ANGSTROEM)
Sr (-0.768, 0.394, 0.471)  1.62
C (2.797, 0.013, 0.546)  -0.54
C (2.636, 0.664, -0.702)  0.24
C (1.773, -0.149, -1.496)  0.47
C (1.457, -1.289, -0.701)  -0.95
C (2.094, -1.196, 0.552)  0.20
C (2.210, -2.260, 1.625)  2.38
C (2.029, -1.663, 3.023)  -1.49
C (1.178, -3.369, 1.421)  -2.02
C (3.610, -2.890, 1.561)  -2.06
C (1.470, -0.151, -3.002)  2.73
C (2.656, -0.777, -3.761)  -1.96
C (0.244, -1.016, -3.329)  -1.50
C (1.171, 1.229, -3.596)  -2.08
C (3.356, 1.980, -1.014)  2.95
C (4.178, 2.449, 0.196)  -2.44
C (2.384, 3.126, -1.332)  -1.77
C (4.363, 1.820, -2.166)  -1.88
H (3.338, 0.415, 1.389)  0.30
H (0.910, -2.152, -1.055)  0.08
H (1.025, -1.259, 3.138)  -0.01
H (2.725, -0.840, 3.189)  0.26
H (2.188, -2.420, 3.800)  0.46
H (0.165, -2.965, 1.417)  0.27
H (1.252, -4.114, 2.220)  0.45
H (1.333, -3.877, 0.466)  0.28
H (4.375, -2.130, 1.727)  0.31
H (3.784, -3.322, 0.572)  0.38
H (3.730, -3.677, 2.315)  0.46
H (2.836, -1.788, -3.390)  0.32
H (3.574, -0.205, -3.623)  0.22
H (2.442, -0.830, -4.834)  0.48
H (0.432, -2.071, -3.119)  0.35
H (-0.017, -0.913, -4.383)  0.65
H (-0.632, -0.678, -2.775)  -0.39
H (2.013, 1.912, -3.509)  0.40
H (0.306, 1.686, -3.116)  -0.09
H (0.925, 1.128, -4.656)  0.62
H (3.551, 2.591, 1.076)  0.36
H (4.647, 3.410, -0.042)  0.45
H (4.969, 1.736, 0.442)  0.38
H (1.930, 3.481, -0.410)  0.29
H (1.583, 2.829, -2.006)  0.00
H (2.916, 3.974, -1.778)  0.42
H (5.016, 0.965, -1.974)  0.30
H (4.982, 2.720, -2.251)  0.48
H (3.882, 1.662, -3.128)  0.32
O (-4.083, 2.267, -1.427)  -0.59
C (-2.842, 1.777, -1.052)  0.07
O (-2.853, 0.768, -0.218)  -1.01
C (-2.015, 2.993, -0.561)  0.41
C (-2.112, 4.287, -1.052)  -0.63
C (-1.299, 5.249, -0.470)  -0.57
C (-0.418, 4.921, 0.559)  -0.47
C (-0.350, 3.599, 0.958)  0.29
N (-1.140, 2.691, 0.391)  -0.21
C (0.568, 3.034, 2.060)  -0.10
O (1.187, 3.848, 2.748)  -0.86
O (0.560, 1.767, 2.133)  -0.17
H (-4.516, 1.557, -1.947)  0.55
H (-2.792, 4.498, -1.865)  0.53
H (-1.349, 6.273, -0.823)  0.39
H (0.221, 5.652, 1.036)  0.45
Se (-6.033, -4.703, 4.179)  0.16
N (-5.443, -4.555, 2.496)  -0.89
C (-4.489, -3.669, 2.492)  1.06
C (-3.744, -3.268, 1.294)  0.45
C (-4.052, -3.759, 0.027)  -0.92
C (-3.307, -3.337, -1.050)  -1.17
C (-2.246, -2.462, -0.821)  -0.29
N (-1.942, -1.999, 0.381)  0.93
C (-2.697, -2.359, 1.419)  -0.77
C (-2.407, -1.705, 2.731)  -0.32
N (-1.482, -0.740, 2.743)  1.01
C (-1.225, -0.099, 3.876)  -0.48
C (-1.878, -0.399, 5.071)  -1.29
C (-2.837, -1.387, 5.067)  -0.66
C (-3.115, -2.055, 3.877)  0.58
C (-4.164, -3.078, 3.784)  1.05
N (-4.862, -3.498, 4.799)  -0.91
H (-4.878, -4.448, -0.087)  0.49
H (-3.529, -3.655, -2.058)  0.49
H (-1.626, -2.115, -1.637)  0.06
H (-0.467, 0.677, 3.795)  0.63
H (-1.636, 0.152, 5.968)  0.46
H (-3.388, -1.651, 5.961)  0.51
O (-4.374, 0.700, -3.496)  -0.82
Se (-2.917, 1.367, -3.864)  1.00
O (-2.993, 2.926, -4.310)  -0.73
O (-2.055, 1.332, -2.302)  0.23
O (-1.996, 0.426, -4.803)  -0.62

What is the spin multiplicity in the second record?
1

Which of these has the highest spin multiplicity?
C36H39N5O5SScTe